Here is a structure of composition C42H54N6O5S2Ti in a non-equilibrium geometry from the OMol25 dataset. Energies are from wB97M-V/def2-TZVPD.

The value obtained for the highest occupied orbital energy (alpha / beta) is -4.8 / -7.7 eV. The value obtained for the largest force on an atom is 0.050 Eh/bohr. The expectation value of S² is 2.035. The LUMO energy (alpha / beta) comes out at 0.25 / 0.33 eV. Its spin multiplicity is 3. The frontier orbital gap (alpha / beta) is 5.0 / 8.0 eV.

Geometry as XYZ:
```
110
Properties=species:S:1:pos:R:3:forces:R:3
Ti -0.6741 -1.4668 -0.1261 -0.110 -1.908 0.524
C 0.3914 -4.3246 0.1693 0.553 -0.370 -0.096
C 1.4882 -3.6488 1.0080 -0.043 0.085 -0.212
C 2.1270 -2.5037 0.2690 -0.149 -0.040 0.192
C 3.4953 -2.4822 0.1136 0.364 0.358 -0.267
C 4.1139 -1.4574 -0.6016 -0.630 0.020 0.025
C 3.2812 -0.4657 -1.1267 0.511 -0.288 0.124
C 1.9252 -0.5397 -0.9250 -0.081 -0.044 -0.156
N 1.3046 -1.5443 -0.2435 2.534 0.051 -0.224
N -0.8833 -3.6494 0.3825 -0.055 -0.567 0.264
C -1.3827 -4.0124 1.7228 -0.090 -0.013 0.394
C -1.1699 -2.9411 2.7574 -0.334 0.262 -0.084
C -0.7756 -3.2419 4.0525 -0.042 0.094 0.177
C -0.8280 -2.2463 5.0165 -0.176 0.255 -0.489
C -1.2942 -0.9903 4.6355 0.161 -0.417 0.391
C -1.6097 -0.7740 3.3091 -0.224 -0.027 -0.054
N -1.5344 -1.7119 2.3718 0.446 -0.471 0.685
C -1.9287 -3.9527 -0.6138 -0.444 -0.208 -0.442
C -3.0662 -3.0100 -0.3022 0.207 0.163 -0.041
C -4.3884 -3.3851 -0.1894 -0.372 0.188 0.029
C -5.3381 -2.4519 0.2329 0.543 0.220 -0.024
C -4.8880 -1.1608 0.5392 -0.388 -0.526 -0.102
C -3.5594 -0.8559 0.3973 0.147 0.082 -0.103
N -2.6310 -1.7491 -0.0236 -2.522 -0.533 -0.199
H 0.3199 -5.3935 0.4444 -0.064 0.230 -0.125
H 0.6723 -4.2771 -0.8873 -0.190 0.021 0.116
H 2.2614 -4.3789 1.2578 -0.073 0.069 0.016
H 1.0617 -3.2710 1.9441 0.118 -0.108 -0.035
H 4.0922 -3.2679 0.5518 -0.007 -0.128 0.032
H 5.1825 -1.4391 -0.7373 0.126 0.033 -0.041
H 3.6934 0.3590 -1.6895 -0.049 0.100 -0.044
H 1.2812 0.2225 -1.3469 0.005 -0.142 0.058
H -0.9371 -4.9595 2.0642 -0.089 0.179 -0.146
H -2.4720 -4.1680 1.6626 0.340 0.023 0.039
H -0.4560 -4.2409 4.3112 0.017 -0.099 -0.037
H -0.5383 -2.4563 6.0339 0.025 0.028 0.127
H -1.4057 -0.2036 5.3650 -0.005 0.130 0.010
H -1.9949 0.1833 2.9897 0.123 0.105 -0.098
H -2.2586 -5.0043 -0.5676 0.085 0.177 0.014
H -1.5310 -3.7373 -1.6178 -0.047 -0.115 0.292
H -4.6940 -4.3964 -0.4241 0.107 -0.062 0.006
H -6.3770 -2.7191 0.3342 -0.111 -0.048 -0.009
H -5.5762 -0.4026 0.8818 -0.021 0.068 0.011
H -3.2002 0.1440 0.6059 0.054 -0.002 0.043
C 2.0998 -3.5975 -5.3256 0.031 -0.193 0.071
N 1.5978 -3.7839 -3.9823 -0.002 0.062 -0.074
C 0.5108 -4.7303 -3.9506 0.106 0.053 0.010
C 1.3917 -2.5928 -3.1626 0.078 -0.097 0.246
C 0.0835 -1.8352 -3.3358 0.000 0.028 -0.103
C -0.1679 -1.4192 -4.6440 0.029 0.022 -0.101
C -1.3680 -0.8487 -5.0180 0.058 0.080 -0.019
C -2.3166 -0.6330 -4.0381 -0.082 0.115 0.025
C -2.0176 -0.9383 -2.7194 -0.209 -0.073 -0.202
C -0.8273 -1.5567 -2.2907 0.010 -0.149 -0.764
H 2.6572 -4.4957 -5.6051 0.012 0.022 -0.148
H 2.7838 -2.7526 -5.3486 0.058 0.066 -0.055
H 1.3135 -3.4445 -6.0782 0.009 0.068 -0.036
H 0.8193 -5.6234 -4.4938 -0.075 -0.118 0.016
H -0.4159 -4.3485 -4.4053 -0.038 -0.008 0.003
H 0.3051 -5.0104 -2.9181 -0.126 -0.078 0.077
H 2.2247 -1.9179 -3.3778 0.044 -0.068 0.102
H 1.4989 -2.9252 -2.1283 -0.037 0.189 -0.151
H 0.6052 -1.5370 -5.3880 0.045 -0.089 -0.119
H -1.5444 -0.5610 -6.0450 -0.027 0.007 -0.073
H -3.2749 -0.1973 -4.2898 -0.068 0.061 0.001
H -2.7836 -0.6753 -1.9989 0.035 0.003 -0.037
C -0.5501 7.3913 3.5396 0.021 0.054 -0.011
C 0.0346 6.8969 2.2505 0.110 0.019 -0.038
C -0.7337 6.8050 1.0954 0.082 -0.037 -0.024
C -0.2049 6.2702 -0.0687 -0.071 0.068 -0.090
C 1.0950 5.7982 -0.0713 0.243 -0.309 -0.428
C 1.8955 5.9412 1.0483 0.131 0.066 0.070
C 1.3710 6.5050 2.1980 -0.129 0.038 -0.197
S 1.7123 4.8432 -1.4613 0.153 -0.526 0.130
O 1.3503 5.4725 -2.6952 -0.353 0.077 0.182
O 3.0900 4.5335 -1.2099 -0.109 0.036 0.359
N 0.8874 3.3983 -1.3920 0.651 0.680 -0.132
C -0.4965 3.4146 -1.8128 -0.651 0.168 -0.321
C -1.0603 2.0000 -1.8911 0.190 0.103 0.459
C -1.2968 1.4834 -0.4628 -0.351 0.829 -0.540
O -1.9631 2.1713 0.3090 -0.088 -0.024 0.018
O -0.7428 0.3815 -0.1375 -0.223 1.975 0.045
H -1.5802 7.7127 3.4091 -0.068 -0.003 0.032
H 0.0230 8.2310 3.9281 0.035 0.078 0.051
H -0.5213 6.6031 4.2936 -0.055 -0.006 0.027
H -1.7599 7.1429 1.1055 -0.085 0.032 0.013
H -0.7881 6.2261 -0.9732 -0.161 -0.026 -0.093
H 2.9181 5.6052 0.9970 0.158 -0.081 0.067
H 1.9916 6.6210 3.0750 0.084 -0.024 0.085
H 1.0590 2.8781 -0.5431 0.258 -0.039 0.241
H -0.4998 3.9047 -2.7872 -0.204 -0.117 0.029
H -1.1238 3.9889 -1.1166 -0.001 -0.093 -0.159
H -0.3997 1.3338 -2.4464 -0.089 0.018 -0.059
H -2.0308 2.0438 -2.3859 0.029 -0.069 -0.035
C 3.7411 0.4188 2.5152 -0.117 -0.042 -0.117
C 2.6978 1.5117 2.6254 -0.445 -0.208 -0.502
S 1.1847 1.0169 1.6415 0.649 1.723 1.556
O 0.8839 -0.3618 2.0781 -0.028 -0.891 0.418
C -0.0167 2.0270 2.6107 0.142 -0.197 -0.448
C 0.1920 3.5209 2.5640 0.100 -0.165 -0.025
H 4.6552 0.6933 3.0395 0.005 0.046 0.050
H 3.9848 0.2241 1.4738 0.087 -0.039 -0.055
H 3.3462 -0.4998 2.9436 0.045 -0.100 0.010
H 3.0411 2.4455 2.1832 0.023 0.133 0.009
H 2.4206 1.6714 3.6656 -0.216 0.075 0.042
H 0.0195 1.6169 3.6169 0.125 -0.104 0.119
H -0.9746 1.8001 2.1435 0.072 -0.092 0.066
H 1.1753 3.8167 2.9163 0.079 0.068 0.091
H -0.5601 4.0117 3.1807 -0.013 0.041 0.029
H 0.0613 3.8831 1.5490 -0.019 0.136 -0.132
```
Forces are in eV/Å.

Here is a structure of composition C45H38N10O3PtS in a non-equilibrium geometry from the OMol25 dataset. Energies are from wB97M-V/def2-TZVPD.

The value obtained for the highest occupied orbital energy (alpha / beta) is -10.9 / -13.7 eV. The value obtained for the largest force on an atom is 0.040 Eh/bohr. Its charge is +2. The expectation value of S² is 6.053. For the energy above the lowest of the compared OMol25 structures with the same formula, charge and spin, the calculation gives 29.0 kcal/mol. The LUMO energy (alpha / beta) comes out at -6.18 / -9.60 eV. Its spin multiplicity is 5. The frontier orbital gap (alpha / beta) is 4.7 / 4.1 eV.

Geometry as XYZ:
```
98
Properties=species:S:1:pos:R:3:forces:R:3
Pt 0.2988 0.1013 0.3891 0.057 1.757 -0.604
C -5.3385 3.1759 1.0637 0.044 -0.057 0.099
C -5.4797 2.9046 -0.3017 0.006 -0.029 -0.131
C -4.6056 2.0627 -0.9686 -0.038 -0.065 -0.060
C -3.5532 1.5169 -0.2401 0.102 0.142 0.375
C -2.4262 0.7137 -0.6193 0.244 -0.058 0.267
N -1.6140 0.5685 0.4773 -0.713 -0.031 0.234
C -2.2011 1.1458 1.5737 0.187 -0.036 -0.406
N -1.7638 1.0063 2.8308 -0.025 -0.388 0.678
C -0.5857 0.5767 3.1631 -0.311 0.799 -0.505
C -0.1540 0.1489 4.4933 0.466 -0.214 0.231
C -0.8539 -0.0544 5.6648 -0.052 0.068 -0.042
C -0.1498 -0.5544 6.7591 -0.060 0.081 -0.019
C 1.2120 -0.8198 6.6799 0.045 -0.003 0.030
C 1.9222 -0.6055 5.5014 0.106 0.053 -0.139
C 1.2226 -0.1295 4.4097 -0.523 -0.016 0.277
C 1.6247 0.1343 3.0282 0.502 0.486 -0.551
N 2.8255 0.0935 2.5451 -0.012 -0.259 0.649
C 3.1198 0.1394 1.2347 -0.175 -0.053 -0.315
N 2.2485 -0.2390 0.2450 0.663 -0.107 0.035
C 2.9042 -0.2834 -0.9593 -0.222 -0.011 0.434
N 2.3643 -0.7431 -2.1008 -0.017 -0.377 -0.647
C 1.0975 -0.8794 -2.3268 0.493 0.540 0.432
N 0.0818 -0.4054 -1.5150 -0.157 -0.486 -0.294
C -1.1208 -0.4541 -2.1826 -0.215 0.578 0.436
N -2.2226 0.1273 -1.8100 -0.179 -0.353 -0.611
C -0.8979 -1.1385 -3.4554 0.403 -0.272 -0.260
C -1.7680 -1.5151 -4.4586 -0.062 0.095 0.065
C -1.2332 -2.1779 -5.5607 0.005 0.020 -0.002
C 0.1265 -2.4547 -5.6449 -0.010 0.010 -0.006
C 1.0051 -2.0757 -4.6327 0.116 0.090 0.087
C 0.4797 -1.4103 -3.5426 -0.545 -0.164 -0.209
C 4.2536 0.1553 -0.7513 0.006 0.152 0.268
C 5.3031 0.4020 -1.6293 0.049 -0.087 -0.047
C 6.4657 0.9466 -1.1095 -0.073 -0.031 -0.161
C 6.5902 1.2400 0.2522 -0.055 -0.046 0.152
C 5.5607 0.9785 1.1417 0.095 -0.032 0.050
C 4.3877 0.4333 0.6323 -0.094 0.010 -0.308
N 0.5048 0.5319 2.3232 -0.010 -0.272 0.274
C -3.4120 1.7901 1.1439 0.039 0.001 -0.362
C -4.3174 2.6077 1.8080 -0.044 -0.004 0.054
H -6.0402 3.8438 1.5439 -0.020 -0.015 0.009
H -6.2871 3.3695 -0.8510 -0.029 -0.015 0.016
H -4.7277 1.8409 -2.0213 0.014 0.032 -0.017
H -1.9107 0.1658 5.7276 -0.016 -0.006 -0.003
H -0.6717 -0.7270 7.6901 0.003 -0.011 0.014
H 1.7301 -1.1940 7.5523 0.003 -0.004 0.005
H 2.9849 -0.7973 5.4375 0.012 -0.020 0.014
H -2.8258 -1.3000 -4.3901 -0.003 0.038 0.002
H -1.8865 -2.4784 -6.3681 -0.006 -0.025 -0.002
H 0.5093 -2.9696 -6.5151 0.004 -0.018 0.000
H 2.0619 -2.2955 -4.6970 0.022 0.036 -0.007
H 5.2044 0.1852 -2.6840 0.010 0.014 -0.017
H 7.2897 1.1658 -1.7747 0.015 -0.007 0.011
H 7.5081 1.6825 0.6136 0.008 -0.008 0.012
H 5.6543 1.2091 2.1942 0.019 -0.014 0.014
H -4.2136 2.8022 2.8667 0.001 0.037 0.003
C 2.8855 -3.7923 2.6545 -0.151 -0.038 -0.066
C 1.6565 -4.6523 2.3666 0.347 0.225 -0.105
C 0.3604 -3.9447 2.7002 0.337 0.018 0.214
S -0.0444 -2.5831 1.5250 -0.432 -1.973 0.242
O -1.1942 -1.9152 2.1669 -0.297 0.482 0.161
C -0.6799 -3.4689 0.0308 0.234 0.409 -0.546
C -2.1547 -3.1721 -0.1936 -0.273 0.079 0.429
C -3.0645 -3.9431 0.7582 0.100 0.050 -0.094
H 3.7826 -4.2721 2.2697 0.030 0.043 0.004
H 3.0156 -3.6391 3.7254 -0.023 0.040 0.018
H 2.7945 -2.8085 2.1831 0.099 0.037 -0.029
H 1.6935 -5.5564 2.9783 -0.115 -0.043 -0.080
H 1.6618 -4.9722 1.3211 -0.060 -0.119 0.030
H 0.4033 -3.4436 3.6699 -0.034 0.092 -0.026
H -0.5156 -4.5953 2.6677 -0.126 0.130 -0.133
H -0.4909 -4.5321 0.1873 0.176 0.038 0.219
H -0.0623 -3.1108 -0.7944 0.051 -0.036 0.006
H -2.3916 -3.4220 -1.2299 0.169 0.006 -0.037
H -2.3359 -2.1018 -0.0712 0.009 0.025 -0.175
H -2.9287 -5.0198 0.6511 -0.002 -0.017 0.019
H -4.1075 -3.7145 0.5484 -0.012 -0.003 0.021
H -2.8730 -3.6614 1.7956 -0.063 -0.046 0.056
O -3.3769 2.4802 -4.9901 -0.035 -0.187 0.158
C -2.4324 3.5171 -5.0320 0.268 0.372 -0.293
N -1.7463 3.4534 -3.7599 -0.119 -0.185 -0.002
C -0.6211 4.1619 -3.5194 -0.169 -0.090 -0.018
O -0.1033 4.8994 -4.3303 0.009 0.104 0.086
C -0.0112 3.9406 -2.1602 0.180 -0.132 0.099
C 0.6348 4.9648 -1.4775 -0.044 -0.026 -0.047
C 1.2466 4.6845 -0.2653 -0.092 -0.032 -0.122
C 1.1998 3.3893 0.2239 0.217 -0.022 0.321
N 0.5966 2.4136 -0.4472 -0.065 -0.821 0.219
C 0.0113 2.6692 -1.6115 -0.151 0.124 -0.240
H -3.9171 2.5017 -5.7849 -0.010 0.072 -0.039
H -2.9005 4.5006 -5.1589 -0.044 -0.086 0.024
H -1.6952 3.3891 -5.8319 -0.058 -0.030 0.040
H -2.2182 2.9144 -3.0502 0.046 0.091 0.100
H 0.6513 5.9592 -1.9045 0.038 -0.001 -0.015
H 1.7586 5.4536 0.2943 -0.003 -0.016 0.038
H 1.6638 3.1221 1.1656 -0.031 -0.010 0.000
H -0.4321 1.8426 -2.1464 0.027 0.032 0.060
```
Forces are in eV/Å.